24
Properties=species:S:1:pos:R:3:forces:R:3 method="wB97M-V/def2-TZVPD" smiles=Cc1ccc(O)cc1.CC max_force_ev_per_a=2.4 relative_energy_kcal_mol=15.4 gap_ha=0.3369
C 1.747 2.805 -1.701 -0.6 -0.8 0.1
C 0.668 1.960 -1.071 -0.7 -0.3 0.8
C 0.675 0.574 -1.274 -0.5 0.7 0.9
C -0.265 -0.253 -0.632 0.8 -0.4 -1.2
C -1.235 0.272 0.165 0.0 1.6 1.8
O -2.183 -0.420 0.869 -0.6 -0.3 0.0
C -1.227 1.661 0.446 0.2 -0.6 -1.5
C -0.325 2.484 -0.208 0.2 -0.7 -0.3
H 2.688 2.471 -1.252 0.1 0.2 -0.6
H 1.638 3.861 -1.515 -0.2 0.3 0.1
H 1.632 2.597 -2.769 0.8 0.3 0.0
H 1.459 0.127 -1.866 0.0 -0.1 -0.2
H -0.199 -1.315 -0.813 -0.2 -0.1 0.0
H -1.902 -1.273 1.215 0.3 0.0 -0.4
H -2.005 2.097 1.043 -0.2 -0.1 0.4
H -0.437 3.541 -0.037 0.3 0.3 0.0
C 0.653 -3.083 0.858 -1.2 0.3 1.5
C 0.887 -4.224 1.844 0.4 -0.3 0.2
H -0.285 -2.647 1.245 -0.2 -0.2 -1.0
H 1.282 -2.209 0.989 0.8 -0.3 -0.2
H 0.613 -3.393 -0.183 -0.2 0.1 0.1
H 1.116 -3.871 2.843 0.5 0.4 0.1
H 1.694 -4.881 1.515 -0.1 -0.1 0.2
H -0.004 -4.817 2.073 0.0 -0.1 -0.8



16
Properties=species:S:1:pos:R:3:forces:R:3 method="wB97M-V/def2-TZVPD" smiles="C/C=C/O.C=CF" max_force_ev_per_a=4.0 relative_energy_kcal_mol=49.1 gap_ha=0.3538
C -1.899 1.310 -0.478 -0.2 1.8 1.1
C -1.069 0.462 0.360 2.1 -0.3 2.0
C -1.462 -0.707 0.824 -0.6 -1.6 0.1
O -0.714 -1.610 1.598 -0.2 1.6 -0.7
H -1.445 1.215 -1.415 -0.2 -0.2 -2.2
H -2.930 0.936 -0.362 0.2 0.8 -0.7
H -1.724 2.421 -0.270 -0.8 -1.4 0.2
H -0.043 0.794 0.651 -0.9 -0.2 -0.4
H -2.441 -1.131 0.545 0.5 0.2 0.4
H 0.074 -1.078 1.797 0.1 -0.5 0.3
C 2.059 -0.957 -0.898 -1.2 -3.7 -1.1
C 2.528 0.088 -0.352 0.6 2.6 1.7
F 2.101 0.348 0.920 0.4 0.4 0.2
H 1.432 -1.679 -0.329 0.4 0.8 -0.4
H 2.350 -1.289 -1.876 0.1 0.2 -0.3
H 3.185 0.877 -0.714 -0.2 -0.4 0.0



15
Properties=species:S:1:pos:R:3:forces:R:3 method="wB97M-V/def2-TZVPD" smiles="BrCC1=N[C@@H]1Br.CN=S" max_force_ev_per_a=2.8 relative_energy_kcal_mol=5.5 gap_ha="0.2664 / 0.2665"
Br -2.984 -1.188 -0.943 0.1 0.0 0.0
C -1.068 -1.016 -1.200 -0.9 -0.8 -1.7
C -0.674 0.312 -1.656 1.1 0.3 0.5
N 0.457 0.780 -1.963 -0.6 0.6 0.3
C -0.653 1.742 -1.569 -0.5 0.7 -2.4
Br -0.653 2.552 0.204 0.1 0.0 -0.7
H -0.554 -1.235 -0.290 0.3 -0.1 0.7
H -0.769 -1.743 -1.989 -0.2 0.4 0.7
H -1.025 2.413 -2.470 0.6 -1.2 2.5
C 1.092 -0.175 2.286 -0.5 -0.3 2.0
N 1.188 -0.960 1.061 1.1 0.6 -1.3
S 2.567 -1.377 0.382 -1.6 0.7 1.2
H 0.846 0.956 2.367 0.2 -2.0 -1.3
H 0.289 -0.733 2.828 0.1 0.8 -0.3
H 1.939 -0.329 2.952 0.6 0.2 -0.3



84
Properties=species:S:1:pos:R:3:forces:R:3 method="wB97M-V/def2-TZVPD" max_force_ev_per_a=3.3 total_charge=+4 gap_ha=0.1096
Hf -0.250 0.131 -0.380 1.5 0.5 2.9
P -1.906 -1.644 0.616 -1.7 -2.0 0.5
P 1.599 -1.836 0.126 1.4 -2.2 0.4
P -2.171 1.741 -0.819 -2.7 1.5 -0.6
H 1.827 -0.562 -2.508 0.0 0.1 0.6
C 1.308 0.352 -2.205 1.2 2.2 0.4
C 1.806 1.388 -1.415 0.1 -1.7 -1.8
H 2.696 1.287 -0.795 0.1 -0.1 -0.2
C -2.485 -2.750 -0.724 0.3 0.2 -0.4
C -1.464 -2.847 1.928 0.6 0.2 0.2
C -3.492 -1.025 1.301 0.1 0.6 0.0
C 3.324 -1.503 -0.409 -0.1 0.7 -0.2
C 2.029 -2.512 1.778 -0.4 0.3 0.5
C 1.268 -3.406 -0.776 -0.4 0.3 -0.3
C -1.575 3.228 -1.682 1.0 0.1 -0.1
C -3.124 2.499 0.543 0.4 -0.3 0.6
C -3.501 1.054 -1.862 0.1 -0.5 -0.3
H 0.444 0.595 -2.840 0.0 0.3 0.0
H 1.380 2.390 -1.485 -0.3 -0.2 0.3
H -3.252 -3.435 -0.335 0.2 0.2 0.0
H -1.645 -3.335 -1.125 -0.3 0.1 0.1
H -2.916 -2.150 -1.537 0.0 -0.2 0.1
H -2.384 -3.299 2.324 0.2 0.2 -0.3
H -0.952 -2.338 2.753 -0.1 -0.2 -0.1
H -0.822 -3.646 1.542 -0.1 0.2 0.1
H -4.043 -1.871 1.734 0.2 0.2 -0.2
H -4.111 -0.555 0.529 0.1 -0.1 0.2
H -3.298 -0.295 2.096 -0.1 -0.2 -0.1
H 3.883 -2.448 -0.453 -0.2 0.2 0.1
H 3.801 -0.837 0.321 0.0 -0.2 -0.1
H 3.360 -1.021 -1.389 0.3 -0.2 0.2
H 2.806 -3.285 1.676 -0.2 0.2 -0.2
H 1.158 -2.954 2.269 0.2 0.1 -0.1
H 2.414 -1.712 2.419 0.0 -0.2 -0.1
H 2.170 -4.034 -0.748 -0.3 0.2 0.0
H 1.018 -3.185 -1.821 0.1 -0.3 0.1
H 0.434 -3.956 -0.320 0.2 0.1 -0.1
H -2.432 3.732 -2.149 0.2 -0.1 0.1
H -0.838 2.979 -2.458 -0.4 0.2 0.1
H -1.096 3.896 -0.951 -0.2 -0.1 -0.2
H -3.919 3.116 0.106 0.2 -0.2 0.0
H -2.459 3.131 1.143 -0.2 0.0 -0.1
H -3.564 1.734 1.191 0.0 0.2 -0.2
H -4.051 1.895 -2.304 0.0 -0.2 0.1
H -4.179 0.428 -1.267 0.1 0.3 -0.1
H -3.081 0.445 -2.675 -0.3 0.3 0.2
C -1.321 1.455 -6.204 -0.1 0.0 -1.9
C -2.370 0.932 -7.002 0.3 -0.1 0.7
C -2.433 1.207 -8.366 -0.1 0.0 -0.3
C -1.471 2.017 -8.984 -0.1 -0.2 0.6
C -0.442 2.549 -8.202 0.0 0.0 -0.2
C -0.368 2.282 -6.839 -0.3 -0.4 0.6
S -1.314 1.188 -4.449 0.4 -0.3 0.4
H -0.372 0.217 -4.105 -0.8 0.3 -1.4
H -3.134 0.312 -6.533 0.2 0.1 -0.2
H -3.247 0.786 -8.975 0.4 0.2 0.5
H -1.526 2.230 -10.055 0.0 -0.1 0.4
H 0.309 3.179 -8.681 -0.2 -0.1 0.3
H 0.423 2.701 -6.234 0.1 0.1 -0.1
N 0.160 1.101 1.428 -0.4 0.0 -0.5
S 1.496 1.703 2.287 0.3 0.4 1.8
C 0.882 3.043 3.372 0.1 1.0 -0.4
C 1.520 4.302 3.317 0.1 -0.5 -0.5
C 1.111 5.331 4.166 -0.1 0.0 0.2
C 0.063 5.126 5.078 0.3 -0.3 -0.5
C -0.572 3.878 5.121 0.2 -0.1 -0.2
C -0.152 2.840 4.279 -0.5 -0.2 0.2
C 1.816 0.483 3.581 0.5 -0.7 0.3
C 0.797 -0.303 4.111 -0.2 -0.2 -0.1
C 1.085 -1.247 5.104 -0.1 0.3 -0.2
C 2.389 -1.386 5.580 0.1 0.1 0.0
C 3.414 -0.582 5.066 -0.1 0.1 0.1
C 3.133 0.353 4.069 -0.3 0.4 -0.6
H -0.646 1.381 2.004 -0.2 -0.2 -0.4
H 2.335 4.446 2.608 -0.1 0.2 0.2
H 1.610 6.303 4.127 -0.1 -0.4 0.0
H -0.255 5.928 5.745 0.1 -0.2 -0.2
H -1.390 3.709 5.820 0.2 0.0 -0.2
H -0.627 1.865 4.356 0.0 0.2 0.1
H -0.222 -0.183 3.741 0.2 -0.2 0.2
H 0.277 -1.855 5.517 0.3 0.2 -0.1
H 2.607 -2.112 6.369 -0.1 0.3 -0.3
H 4.432 -0.675 5.456 -0.4 0.1 -0.2
H 3.913 0.999 3.662 0.0 -0.2 0.2



19
Properties=species:S:1:pos:R:3:forces:R:3 method="wB97M-V/def2-TZVPD" max_force_ev_per_a=4.9 relative_energy_kcal_mol=112.1 total_charge=+1 gap_ha="0.3227 / 0.2622"
C 0.128 1.062 -2.791 -2.3 -1.0 3.0
C -1.019 -2.024 3.128 0.2 -0.9 -3.2
C 0.808 1.667 -1.555 -1.3 2.8 -0.9
C -0.447 0.335 0.201 0.2 1.3 4.7
N 0.794 0.704 -0.362 2.8 0.2 -0.1
P 0.660 -1.671 2.371 -0.7 -0.2 -1.0
H 0.124 1.764 -3.555 0.3 1.1 -1.5
H 0.616 0.158 -3.026 0.8 -1.0 -0.8
H -0.955 0.770 -2.622 1.1 0.5 0.0
H -1.046 -2.776 3.868 0.4 -1.7 0.4
H -1.743 -2.235 2.286 0.7 0.0 1.1
H -1.396 -1.260 3.704 -0.5 2.5 0.8
H 0.363 2.718 -1.318 0.5 -2.2 0.2
H 1.803 1.904 -1.935 0.5 -0.4 1.0
H -1.126 -0.108 -0.377 -2.3 -1.9 -2.5
H -0.875 0.794 1.140 1.2 -0.1 -1.4
H 1.459 0.979 0.454 -1.1 -0.4 -1.9
H 1.188 -0.149 -0.834 0.0 0.6 1.0
H 0.667 -2.630 1.224 -0.3 0.7 1.2



13
Properties=species:S:1:pos:R:3:forces:R:3 method="wB97M-V/def2-TZVPD" smiles=C[C@@H](O)C(F)(F)S max_force_ev_per_a=3.7 relative_energy_kcal_mol=7.1 gap_ha=0.3854
C 0.902 -0.544 -0.328 2.3 2.7 -1.2
C -0.156 0.306 0.246 -0.3 1.9 1.9
O -0.175 1.651 -0.191 0.0 0.6 -1.1
C -1.497 -0.378 -0.014 -1.3 0.0 -1.1
F -1.477 -0.887 -1.305 0.2 0.5 -0.4
F -1.641 -1.486 0.702 0.2 -0.8 1.4
S -2.999 0.657 0.086 -1.2 -0.9 1.2
H 1.105 -0.191 -1.381 0.2 -0.2 1.1
H 0.509 -1.454 -0.492 -0.8 -3.6 -0.1
H 1.812 -0.562 0.285 -0.2 0.0 -0.4
H 0.036 0.518 1.346 -0.8 -1.1 -1.0
H 0.025 1.772 -1.143 -0.2 -0.5 0.7
H -3.960 -0.336 0.593 2.0 1.4 -0.9